[1]
Formula: C3H9OSi
Source: the OMol25 dataset
Level of theory: ωB97M-V/def2-TZVPD

Its spin multiplicity is 1. The calculation puts the LUMO energy (alpha / beta) at -6.2 / -6.2 eV. The calculation puts the energy at -13170.548 eV. Its charge is +1. The HOMO energy (alpha / beta) comes out at -12.92 / -12.92 eV. As for the energy above the lowest of the compared OMol25 structures with the same formula, charge and spin: 77.6 kcal per mole.

CARTESIAN COORDINATES (ANGSTROEM)
C 2.6791 0.4346 -0.4160
C -0.9540 1.6052 -0.2377
C -0.2598 -1.6323 0.8519
O 1.6084 -0.1742 -0.1401
Si -0.1321 -0.0246 0.2212
H 3.5721 -0.0190 -0.4248
H 2.7630 1.5873 -0.3726
H -1.6193 1.5172 -1.0164
H -1.6841 2.0395 0.5723
H -0.1743 2.3277 -0.4991
H 0.5828 -2.3824 0.9796
H -1.0262 -2.0506 1.4445
H -2.2613 -1.6177 -0.6087
H -3.0944 -1.6110 -0.3540

[2]
Formula: C3H9S2
Source: the OMol25 dataset
Level of theory: ωB97M-V/def2-TZVPD

Its spin multiplicity is 1. The calculation puts the LUMO energy at 3.6 eV. The calculation puts the energy at -24928.235 eV. Its charge is -1. The HOMO energy comes out at -2.65 eV. As for the energy above the lowest of the compared OMol25 structures with the same formula, charge and spin: 11.8 kcal per mole.

CARTESIAN COORDINATES (ANGSTROEM)
C -0.3157 -0.3532 2.4113
S -1.4543 0.9698 1.9160
H 0.7152 -0.0190 2.3005
H -0.5575 -0.5758 3.4536
H -0.4226 -1.2155 1.7638
H -1.3364 0.7015 0.5844
C 1.8527 -0.4773 -2.8444
C 1.3696 0.1778 -1.5492
S -0.1311 -0.6328 -0.9655
H 1.0597 -0.4389 -3.5861
H 1.9867 -1.5454 -2.6708
H 2.7470 0.0177 -3.2646
H 1.2028 1.2489 -1.7305
H 2.1406 0.0892 -0.7780

[3]
Formula: C3HBeFO2
Source: the OMol25 dataset
Level of theory: ωB97M-V/def2-TZVPD

Its spin multiplicity is 1. The calculation puts the LUMO energy (alpha / beta) at -13.3 / -13.3 eV. The calculation puts the energy at -10314.053 eV. Its charge is +2. The HOMO energy (alpha / beta) comes out at -21.13 / -21.13 eV. As for the energy above the lowest of the compared OMol25 structures with the same formula, charge and spin: 22.3 kcal per mole.

CARTESIAN COORDINATES (ANGSTROEM)
H -0.3573 1.7090 -0.5791
O -0.6219 -0.3598 -1.1734
O -0.2865 -1.0049 0.8159
C 0.0606 0.6655 -0.5697
C 0.2399 0.2526 0.7011
C -0.7317 -1.3739 -0.3563
F 1.0405 0.6188 1.6377
Be -1.2907 -2.5916 -0.6244